(1)
Molecular formula: C8H13N
Method: DFT, ωB97M-V/def2-TZVPD

XYZ file:
```
22
Properties=species:S:1:pos:R:3:lowdin_charge:R:1
C 1.156 2.078 -0.727 -0.06
C 1.324 0.774 0.208 -0.21
C 0.368 0.085 1.075 -0.29
C -1.119 -0.097 0.768 -0.32
C -1.179 -0.857 -0.605 -0.26
C -0.616 -0.252 -1.785 -0.04
C 0.155 -1.366 -1.000 -0.13
C 0.987 -0.753 0.060 -0.20
H 1.296 2.997 -0.050 0.08
H 0.002 2.151 -0.839 0.08
H 1.934 1.945 -1.558 0.10
H 2.267 0.754 0.894 0.15
H 0.294 -0.040 2.154 0.12
H -1.516 0.956 0.727 0.15
H -1.729 -0.496 2.567 0.01
H -0.655 -1.794 2.183 0.23
H -2.021 -1.574 -0.703 0.15
H -1.112 -0.554 -2.626 0.07
H -0.296 0.816 -1.777 0.08
H 0.269 -2.400 -1.171 0.12
H 1.934 -1.291 0.449 0.16
N -1.743 -1.081 1.757 0.02
```

As for the spin multiplicity: 1. For the HOMO energy, the calculation gives -0.331 Eh. Its relative energy (zero: lowest compared OMol25 entry of this formula, charge and spin) is 546.0 kJ/mol. Its energy is -367.16916 Ha. The HOMO-LUMO gap is 9.86 eV.

***

(2)
Molecular formula: C5H13N2O
Method: DFT, ωB97M-V/def2-TZVPD

XYZ file:
```
21
Properties=species:S:1:pos:R:3:lowdin_charge:R:1
C -0.727 3.197 -0.290 -0.08
C -0.718 2.058 -1.237 -0.02
C 1.098 -2.717 -1.189 -0.07
C 0.196 -1.874 -0.224 -0.22
C 0.957 -0.175 1.391 -0.32
N 1.019 -0.777 0.228 0.02
N -0.501 1.873 0.253 0.00
O 1.436 0.949 1.545 0.01
H 0.313 3.728 -0.301 0.17
H -1.566 3.677 0.098 0.11
H -1.608 1.606 -1.582 0.11
H 0.203 1.986 -1.761 0.11
H 0.829 -3.834 -1.330 0.11
H 1.053 -2.160 -2.145 0.08
H 2.139 -2.783 -0.733 0.10
H -0.637 -1.541 -0.754 0.09
H -0.089 -2.366 0.725 0.13
H 0.414 -0.882 2.040 0.16
H 1.758 -0.480 -0.477 0.19
H -1.252 1.405 0.794 0.17
H 0.596 1.748 0.818 0.15
```

As for the spin multiplicity: 1. For the HOMO energy, the calculation gives -0.530 Eh. Its relative energy (zero: lowest compared OMol25 entry of this formula, charge and spin) is 318.9 kJ/mol. Its energy is -382.74018 Ha. As for the net charge: +1. The HOMO-LUMO gap is 11.47 eV.

***

(3)
Molecular formula: C5H4
Method: DFT, ωB97M-V/def2-TZVPD

XYZ file:
```
9
Properties=species:S:1:pos:R:3:lowdin_charge:R:1
C 0.225 -1.788 -0.871 -0.13
C 0.023 -0.469 -0.405 -0.08
C 0.058 0.699 0.020 -0.04
C -0.217 1.837 0.803 -0.16
C -0.513 2.793 1.490 0.11
H 0.819 -1.921 -1.855 0.12
H 0.879 -2.444 -0.334 0.07
H -0.745 -2.322 -1.008 0.09
H -0.529 3.616 2.159 0.02
```

As for the spin multiplicity: 1. For the HOMO energy, the calculation gives -0.338 Eh. Its relative energy (zero: lowest compared OMol25 entry of this formula, charge and spin) is 48.5 kJ/mol. Its energy is -192.77566 Ha. The HOMO-LUMO gap is 10.05 eV. Its structure (SMILES) is C#CC#CC.